64
Properties=species:S:1:pos:R:3:forces:R:3 method="wB97M-V/def2-TZVPD" homo_lumo_gap_ev="6.3729 / 6.3739" homo_energy_ev="-10.5 / -10.5" charge=+1 de_lowest_ev=0.684 e_tot_ev=-49697.24580 max_force_ev_per_a=0.2
W -0.5587 0.2722 0.7522 -0.01 0.15 0.10
C -2.9196 4.9622 -1.8511 0.02 0.00 0.01
C -3.4179 3.9378 -1.0618 -0.02 0.00 0.00
C -2.5601 3.0383 -0.4470 0.02 -0.01 0.00
C -1.1783 3.1321 -0.6274 -0.04 0.04 -0.03
C -0.6802 4.1997 -1.3824 0.03 -0.01 0.02
C -1.5454 5.0970 -1.9868 -0.03 0.00 -0.01
N -0.3133 2.2560 0.0598 0.04 -0.09 0.08
C 0.9327 1.8995 -0.4211 -0.03 -0.01 -0.03
C 1.4693 2.0271 -1.7250 0.08 0.00 -0.02
C 2.7028 1.4881 -1.9991 -0.09 0.05 -0.02
C 3.4332 0.7726 -1.0338 0.06 -0.04 0.04
C 2.9042 0.5617 0.2088 0.00 0.01 -0.02
C 1.6572 1.1292 0.5202 -0.04 -0.02 0.03
N 1.0090 1.0326 1.7904 0.01 0.03 -0.06
N 1.0378 -0.3597 2.0776 0.03 -0.02 -0.06
C 0.1749 -0.4875 3.1967 0.00 -0.03 -0.02
C 0.4318 -1.0039 4.4456 0.01 -0.01 0.02
C -0.6380 -1.0494 5.3286 -0.01 0.01 -0.02
C -1.9031 -0.6109 4.9388 0.00 -0.01 0.02
C -2.0848 -0.1238 3.6621 0.01 0.01 -0.02
N -1.0388 -0.0592 2.8330 -0.03 -0.02 -0.01
H -3.5899 5.6637 -2.3277 0.00 0.00 0.00
H -4.4845 3.8428 -0.9048 0.00 -0.01 0.01
H -2.9643 2.2887 0.2189 -0.01 0.01 0.00
H 0.3857 4.3645 -1.4528 0.00 0.00 0.00
H -1.1353 5.9190 -2.5587 0.00 0.00 0.00
H 0.9313 2.5690 -2.4889 0.01 0.01 0.00
H 3.1200 1.6112 -2.9903 0.00 0.00 0.00
H 4.4011 0.3638 -1.2870 -0.01 0.00 0.00
H 3.4223 -0.0094 0.9643 0.01 0.01 0.01
H 1.4211 -1.3512 4.7051 0.00 0.00 0.00
H -0.4917 -1.4365 6.3282 0.00 0.00 0.00
H -2.7404 -0.6561 5.6193 0.00 0.00 0.00
H -3.0383 0.2043 3.2725 0.00 0.00 0.00
N -1.1605 0.1922 -1.4629 0.01 -0.06 -0.02
C -2.6210 -0.0144 -1.6262 0.01 0.02 0.01
C -3.3019 -0.1997 -0.2870 -0.01 -0.06 0.05
O -4.4458 -0.5031 -0.1638 -0.02 0.01 -0.04
O -2.4969 0.0413 0.7727 0.01 0.04 -0.02
H -0.9089 1.0839 -1.8820 0.00 0.00 0.01
H -0.6519 -0.5198 -1.9759 -0.03 0.00 -0.02
H -2.8358 -0.8777 -2.2502 0.02 -0.01 0.01
H -3.0680 0.8628 -2.0926 0.01 0.00 -0.01
C -1.1749 -2.9008 -1.2090 -0.06 -0.01 0.01
Si 0.0412 -2.1584 0.0260 0.00 0.03 -0.03
C -0.1660 -3.1808 1.5832 0.01 -0.02 0.05
C 1.7463 -2.3346 -0.7096 0.01 -0.01 0.02
C 2.8505 -2.6634 0.0816 0.03 0.00 -0.05
C 4.1099 -2.8213 -0.4798 -0.02 0.01 0.03
C 4.2897 -2.6425 -1.8446 0.01 0.00 -0.02
C 3.2073 -2.3131 -2.6479 0.00 0.00 -0.01
C 1.9482 -2.1696 -2.0823 -0.01 0.00 0.03
H -0.9329 -3.9657 -1.2686 -0.01 0.00 0.00
H -1.1366 -2.5317 -2.2359 0.01 0.02 0.00
H -2.2062 -2.8260 -0.8538 0.01 -0.02 -0.02
H -0.1371 -4.2352 1.2964 0.01 0.00 -0.01
H -1.1297 -3.0024 2.0662 0.00 0.00 0.00
H 0.6257 -3.0073 2.3104 0.00 -0.01 0.00
H 2.7292 -2.7999 1.1494 -0.01 0.00 0.01
H 4.9517 -3.0917 0.1450 -0.01 0.00 0.00
H 5.2703 -2.7736 -2.2838 0.00 0.00 0.00
H 3.3416 -2.1874 -3.7147 0.00 0.00 0.00
H 1.1106 -1.9458 -2.7367 0.01 0.00 -0.01

129
Properties=species:S:1:pos:R:3:forces:R:3 method="wB97M-V/def2-TZVPD" homo_lumo_gap_ev=8.5170 homo_energy_ev=-8.7 e_tot_ev=-273488.36117 max_force_ev_per_a=1.6
C 4.6896 -0.9362 1.6374 -0.23 0.32 0.50
C 3.2668 -0.6826 2.2224 1.37 -0.32 -0.69
C 2.3170 -0.3158 1.0803 -0.50 0.16 0.56
C 0.7940 -0.6076 1.2003 0.04 0.27 0.63
I 0.4064 -0.1673 3.3019 0.00 -0.17 -0.10
C -0.0820 0.1514 0.0860 0.24 -0.48 -0.97
C 0.8155 0.1182 -1.2079 0.51 0.07 -0.15
C 2.0249 1.0428 -1.4581 -0.05 0.14 -0.09
C 2.0900 1.4070 -2.9218 -0.02 0.65 0.20
N 2.6318 2.6642 -3.2397 0.97 -0.58 0.73
O 1.7321 0.6587 -3.7849 -0.34 -0.77 -0.76
C -0.2505 1.6967 0.4012 -0.70 0.22 0.50
Br -0.4789 2.7353 -1.2598 0.44 -0.12 -0.41
C -1.2155 2.3186 1.5017 0.29 1.20 -0.02
C -0.4682 2.9118 2.7255 -0.26 -0.70 0.13
Br -2.2360 3.9300 0.8690 -0.59 -0.17 0.35
C -1.4134 -0.6935 -0.3595 -0.29 0.31 0.66
C -2.2461 -0.0550 -1.5245 -0.62 -0.01 0.13
C -3.2659 1.0748 -1.2801 -0.02 0.32 -0.34
C -3.4350 1.8821 -2.5592 -0.09 -0.51 0.00
F -4.1658 3.0282 -2.3076 -0.03 0.20 0.00
B -2.5814 -0.8057 0.7793 -0.51 -1.15 0.36
N -3.9474 -1.2585 0.5008 0.71 0.38 -0.25
O -2.3599 -0.5542 2.1014 0.42 1.23 -0.32
C -1.0389 -2.1446 -0.9189 0.18 -0.72 -0.23
C -0.7752 -2.1949 -2.4461 -0.13 -0.42 -0.49
C -1.9155 -2.6320 -3.3803 -0.18 0.75 -0.70
C -1.9285 -1.7579 -4.6448 -0.27 -0.53 0.33
S -3.4515 -1.9867 -5.6107 -0.17 0.22 -0.31
C -2.0118 -3.2705 -0.5154 0.08 -0.36 0.57
C -1.4842 -4.7181 -0.4851 -0.59 0.10 0.14
S -0.8971 -5.5259 -1.9858 0.05 -0.18 0.01
C 0.8261 -5.4356 -1.7812 0.13 0.13 0.44
N 1.5612 -5.5013 -0.7162 -0.24 -0.10 -0.82
N 2.8782 -5.3720 -1.1603 -0.25 0.20 -1.26
C 2.8115 -5.2415 -2.4547 -0.08 -0.15 1.56
O 1.5369 -5.2651 -2.9276 0.53 -0.01 0.28
O 0.2545 -2.6391 -0.3984 -0.16 0.63 -0.04
S 0.6336 -2.4181 1.1036 0.43 -0.40 0.94
O -0.3778 -2.8817 2.0016 -0.66 0.06 -0.53
O 1.9177 -3.0183 1.2426 0.23 0.16 -0.26
H 4.9341 -1.9901 1.6906 0.04 -0.18 -0.39
H 4.8085 -0.5460 0.6303 -0.03 -0.14 -0.23
H 5.4257 -0.4280 2.2503 0.16 0.04 0.08
H 3.0023 -1.5966 2.7329 -0.38 0.10 0.26
H 3.3987 0.1340 2.9179 -0.54 0.09 0.30
H 2.3912 0.7640 0.9996 0.13 0.15 -0.41
H 2.6868 -0.8050 0.1898 -0.02 0.02 -0.21
H 0.1888 0.3115 -2.0602 -0.28 0.05 0.04
H 1.1874 -0.8829 -1.3789 -0.04 -0.18 0.19
H 2.9604 0.5153 -1.2893 0.16 -0.07 0.08
H 2.0939 1.9636 -0.8899 -0.17 -0.03 0.31
H 3.4350 2.4832 -3.8382 -0.29 0.29 -0.55
H 3.0236 3.0568 -2.3906 -0.08 0.38 -0.04
H 0.7199 2.0477 0.7241 0.28 -0.16 -0.02
H -2.0267 1.7018 1.8418 0.11 -0.50 -0.24
H -0.7147 3.9468 2.9055 0.14 0.22 -0.19
H -0.7891 2.3611 3.6000 0.00 0.02 0.26
H 0.6022 2.7709 2.6639 0.20 0.17 -0.08
H -1.6673 0.2081 -2.4018 0.37 0.11 0.11
H -2.8841 -0.8680 -1.8584 0.10 -0.20 -0.23
H -4.2569 0.6690 -1.1098 -0.05 -0.17 0.34
H -3.0567 1.7497 -0.4563 0.25 0.06 0.05
H -2.4874 2.1381 -3.0203 0.14 0.30 0.04
H -4.0008 1.2825 -3.2743 -0.06 0.00 -0.17
H -4.0970 -1.7175 -0.3832 -0.31 0.22 -0.09
H -4.6531 -0.5560 0.6688 -0.25 -0.19 0.12
H -3.1408 -0.2614 2.5794 -0.18 -0.50 0.20
H -0.4027 -1.2603 -2.8363 0.07 0.17 0.16
H 0.0493 -2.8821 -2.6126 0.09 -0.19 0.19
H -2.9102 -2.5351 -2.9557 -0.04 -0.10 0.30
H -1.8081 -3.6508 -3.7328 0.03 -0.27 0.30
H -1.9053 -0.7086 -4.3771 0.14 0.22 -0.06
H -1.0765 -2.0086 -5.2657 0.18 0.17 -0.12
H -3.9282 -3.0886 -5.0234 0.16 -0.10 0.12
H -2.2980 -3.2024 0.5316 0.01 0.54 0.12
H -2.9579 -3.2524 -1.0418 0.01 0.14 -0.39
H -0.7933 -4.8671 0.3348 0.43 0.02 -0.14
H -2.3566 -5.2979 -0.1930 -0.10 -0.18 -0.08
H 3.6417 -5.1161 -3.1204 -0.03 -0.01 -0.27
C 2.9691 1.9246 7.4289 0.13 0.03 -0.01
N 2.2371 1.1688 6.3767 -0.03 0.07 -0.09
O 2.8839 0.6152 5.5157 0.16 -0.05 0.11
O 1.0243 1.1658 6.4463 -0.07 -0.02 0.03
H 4.0306 1.8397 7.2318 0.00 -0.02 -0.04
H 2.6371 2.9570 7.3734 -0.06 -0.01 0.03
H 2.7052 1.4852 8.3858 -0.07 0.04 0.01
C 5.0500 -3.1233 5.5538 -0.13 0.06 -0.07
N 6.3671 -2.6865 5.0102 -0.15 -0.03 0.01
O 6.3594 -1.8353 4.1481 0.12 0.04 0.03
O 7.3554 -3.2182 5.4691 0.05 -0.01 0.03
H 4.2701 -2.5638 5.0502 0.03 0.03 -0.02
H 4.9588 -4.1881 5.3646 0.04 -0.02 0.06
H 5.0579 -2.9217 6.6203 0.04 -0.07 0.02
C 5.3299 5.2649 -5.5789 0.06 0.21 0.06
N 5.7352 4.0538 -4.8142 -0.04 0.11 -0.01
O 6.0042 4.1884 -3.6393 -0.03 -0.03 0.05
O 5.7588 3.0041 -5.4219 -0.05 -0.07 -0.01
H 5.3487 6.1193 -4.9139 0.00 -0.02 0.04
H 6.0375 5.3874 -6.3931 -0.04 -0.06 -0.06
H 4.3272 5.0869 -5.9556 0.02 -0.07 -0.04
C 2.6292 7.0881 -8.3239 -0.14 -0.02 0.04
N 3.4983 7.6819 -7.2690 -0.13 -0.02 -0.07
O 3.0543 7.7420 -6.1422 0.04 -0.02 0.08
O 4.5976 8.0608 -7.6120 0.09 -0.03 0.01
H 1.6912 6.7967 -7.8679 0.01 0.01 0.05
H 2.4806 7.8467 -9.0858 0.08 -0.01 -0.05
H 3.1546 6.2304 -8.7326 0.05 0.05 -0.06
C 1.4784 7.0659 3.2932 -0.02 0.13 0.09
N 1.8864 5.8393 4.0321 -0.02 0.04 0.01
O 2.0875 5.9320 5.2248 0.00 -0.01 0.04
O 1.9854 4.8211 3.3829 0.08 -0.06 -0.03
H 1.4297 7.8878 3.9966 0.01 -0.02 0.04
H 2.2246 7.2437 2.5254 -0.03 -0.06 -0.06
H 0.5087 6.8662 2.8468 0.03 -0.05 -0.07
C -5.8440 -3.5187 2.7357 0.14 0.21 0.03
N -5.3475 -4.5729 1.8139 0.00 0.10 0.11
O -4.3351 -4.3391 1.1897 0.05 -0.21 -0.13
O -5.9922 -5.5982 1.7455 -0.04 -0.03 -0.03
H -5.1656 -2.6748 2.6820 0.07 -0.06 -0.09
H -6.8420 -3.2460 2.4096 0.00 -0.07 0.07
H -5.8684 -3.9448 3.7338 -0.10 -0.06 -0.02
C -10.3868 -4.9644 3.3289 0.07 -0.04 0.13
N -9.9129 -3.7655 2.5844 0.00 -0.04 0.02
O -8.9409 -3.1764 3.0181 -0.08 0.02 0.05
O -10.5276 -3.4573 1.5907 -0.03 0.02 -0.05
H -9.7407 -5.1126 4.1850 0.03 0.03 -0.01
H -11.4110 -4.7720 3.6323 -0.04 -0.02 -0.08
H -10.3387 -5.8066 2.6460 -0.06 0.02 -0.04

19
Properties=species:S:1:pos:R:3:forces:R:3 method="wB97M-V/def2-TZVPD" homo_lumo_gap_ev=8.5701 homo_energy_ev=-7.6 de_lowest_ev=5.088 e_tot_ev=-9261.21686 max_force_ev_per_a=5.8
C 1.4887 -0.7773 1.0362 0.08 0.09 -0.18
C 1.0167 -0.5884 -1.1956 -3.13 -0.59 -2.47
C 0.3984 2.0671 1.3300 0.89 -2.84 1.34
N -1.6400 -1.7209 0.0027 0.88 1.01 -0.26
N -2.1986 -0.4329 -0.2893 -2.72 -0.68 2.96
N 0.8819 0.0407 0.0862 3.54 -2.12 4.11
N 0.4653 1.2283 0.1258 -2.08 2.03 -1.19
H 1.9705 -1.7293 0.6076 -1.06 1.78 0.89
H -2.5807 0.1362 0.5416 0.96 -1.55 -1.30
H 1.7264 -0.4899 2.1001 -0.69 -0.01 -1.55
H 1.9821 -0.9486 -1.4346 1.01 -0.16 0.27
H 0.2446 -1.4299 -1.3366 1.18 1.20 0.54
H 0.7348 0.1717 -1.9093 0.06 0.17 -0.35
H 1.4734 2.1162 1.6422 -0.71 0.80 0.19
H -0.1491 3.0169 1.2310 0.71 -0.43 -0.74
H -0.1210 1.5563 2.2116 0.53 0.20 -0.98
H -0.8283 -1.7643 0.6503 -1.22 0.22 -0.26
H -2.3561 -2.4126 0.1463 0.02 0.18 0.15
H -1.6397 0.1935 -0.7732 1.76 0.66 -1.16